[1]
This record from OMol25 describes a structure of composition C27H14Br2Cl4IN3O2S2V. The level of theory is wB97M-V/def2-TZVPD.

Cartesian coordinates (Å):
I -4.16 -1.54 -0.63
Br 5.07 -2.44 -3.35
Br -2.09 -0.55 -6.14
V -0.02 -0.06 0.16
Cl 3.42 5.59 1.82
Cl 1.82 4.58 -0.70
Cl 2.48 0.84 4.26
Cl 3.76 3.72 4.30
S -1.35 -0.59 3.28
S -0.49 -2.35 0.51
O 1.04 0.26 1.71
O 0.79 1.80 -0.36
N 1.51 -0.88 -0.77
N -1.54 0.89 1.01
N -0.78 -0.13 -1.65
C 3.77 -1.66 -0.92
C -0.33 -0.84 -3.93
C 3.60 -1.82 -2.30
C -3.41 1.00 2.51
C 2.90 3.17 2.90
C -2.54 -2.90 3.99
C 2.34 1.88 2.88
C -1.55 -0.38 -4.32
C -3.16 2.65 0.83
C 1.47 2.27 0.63
C -1.66 -4.37 1.83
C -2.79 -4.26 3.95
C 0.06 -0.69 -2.59
C -2.40 0.24 -3.40
C -2.33 -5.00 2.86
C -2.20 0.46 2.10
C 2.74 4.00 1.80
C 2.03 3.55 0.68
C -1.98 0.31 -2.09
C -1.84 -2.27 2.96
C 2.68 -1.20 -0.21
C 1.35 -1.07 -2.11
C -3.92 2.10 1.85
C -1.39 -2.99 1.85
C -2.01 2.01 0.44
C 2.41 -1.54 -2.90
C 1.61 1.42 1.79
H -1.30 -4.94 0.98
H -3.32 -4.74 4.76
H -2.48 -6.07 2.83
H 2.74 -1.08 0.87
H -1.40 2.41 -0.36
H -3.92 0.56 3.35
H 0.33 -1.32 -4.65
H -2.87 -2.31 4.83
H -2.61 0.82 -1.39
H 4.70 -1.89 -0.43
H -3.36 0.63 -3.69
H 2.29 -1.68 -3.97
H -3.46 3.57 0.34
H -4.87 2.54 2.15

The spin multiplicity is 4. Its relative energy (zero: lowest compared OMol25 entry of this formula, charge and spin) is 7.5 kcal per mole. Its HOMO energy (spin up / spin down) is -0.02435 / -0.06634 hartree. The frontier orbital gap (spin up / spin down) is 4.43 / 5.58 eV. The total charge is -2.



[2]
This record from OMol25 describes an isolated molecule of C6H13NOSi. The level of theory is wB97M-V/def2-TZVPD.

Cartesian coordinates (Å):
Si 0.42 -0.46 -0.38
O -1.69 0.86 -1.80
N -0.67 0.86 0.16
C -0.46 1.20 1.50
C -1.51 1.37 -0.76
C 1.20 -1.63 0.90
C -1.14 2.07 2.20
C -0.74 -1.78 -1.19
C 1.66 0.34 -1.47
H -2.02 2.56 1.96
H 0.81 -1.82 1.88
H -0.99 2.22 3.29
H 2.13 -0.51 -2.03
H 1.23 0.97 -2.17
H -0.76 -1.55 -2.18
H 2.20 -1.19 1.08
H 1.57 -2.47 0.35
H 0.41 0.66 1.99
H -0.37 -2.90 -1.08
H -2.07 2.30 -0.35
H -1.80 -1.75 -0.93
H 2.58 0.67 -0.97

Its relative energy (zero: lowest compared OMol25 entry of this formula, charge and spin) is 57.6 kcal per mole. Its HOMO energy is -0.32763 hartree. The frontier orbital gap is 9.72 eV. Its SMILES is C=CN(C=O)[Si](C)(C)C.



[3]
This record from OMol25 describes a cluster of 2 separate species, C3H7BO2 in total. The level of theory is wB97M-V/def2-TZVPD.

Cartesian coordinates (Å):
O 2.31 1.18 0.59
O 2.64 -1.03 -0.27
C -1.64 -1.36 0.30
C -1.61 1.02 -0.50
C -1.11 -0.18 0.14
B 1.82 -0.04 0.18
H -1.55 1.77 0.29
H -2.63 0.86 -0.51
H 3.48 -1.27 -0.01
H -1.17 -2.21 0.87
H 3.16 1.46 0.42
H -2.51 -1.74 -0.13
H -1.19 1.53 -1.37

Its relative energy (zero: lowest compared OMol25 entry of this formula, charge and spin) is 114.0 kcal per mole. Its HOMO energy (spin up / spin down) is -0.29936 / -0.28918 hartree. The frontier orbital gap (spin up / spin down) is 8.01 / 8.13 eV.



[4]
This record from OMol25 describes a structure of composition C28H29FN5O5SSbSe4W. The level of theory is wB97M-V/def2-TZVPD.

Cartesian coordinates (Å):
W 0.01 0.12 -0.49
Sb 4.99 -2.25 -0.07
Se 2.24 -0.39 -0.51
Se 6.54 -0.85 -1.08
Se 3.64 -1.52 1.81
Se 4.29 -4.34 -1.01
S -0.43 2.90 -0.49
F 1.83 -5.23 2.95
O -1.88 -0.50 -1.55
O 0.09 -0.76 -2.43
O -0.56 -1.70 0.30
O 0.19 1.94 -1.50
O -1.34 3.85 -0.98
N 2.74 -7.07 1.10
N 5.28 -7.28 0.15
N 0.11 0.46 1.69
N -0.14 -4.92 -2.16
N -1.11 1.70 0.38
C 2.83 4.86 1.93
C 5.11 -7.43 1.63
C -1.39 1.88 2.89
C 1.21 -6.08 -0.51
C -0.95 -2.73 -1.76
C 0.13 -3.97 0.03
C -0.82 1.42 1.73
C 0.49 4.61 1.34
C 0.37 -5.02 -0.88
C 1.49 5.20 2.10
C 0.51 -0.14 2.82
C 1.42 -5.12 1.68
C 0.64 -4.07 1.34
C -0.94 1.30 4.07
C 4.21 -7.99 -0.64
C 3.81 -6.75 2.05
C 1.81 -6.12 0.74
C 3.16 3.90 0.97
C 1.37 -5.84 -3.90
C -0.73 -3.80 -2.59
C -0.50 -2.79 -0.42
C 0.02 0.29 4.03
C 3.90 5.54 2.73
C 0.86 3.64 0.41
C -1.05 -1.27 -2.09
C 2.18 3.28 0.21
C 3.00 -8.23 0.27
C 0.06 -6.01 -3.15
H 1.52 -6.68 -4.57
H 0.39 -3.32 2.07
H -1.34 1.63 5.01
H 3.97 -5.67 2.04
H 6.20 -7.61 -0.14
H -0.54 4.91 1.46
H 3.57 5.71 3.75
H 5.96 -6.94 2.12
H 2.22 -5.78 -3.22
H 5.14 -8.49 1.86
H -2.16 2.64 2.87
H 4.11 6.52 2.29
H 5.23 -6.27 -0.10
H 3.17 -9.09 0.92
H 3.57 -7.06 3.07
H -0.79 -5.98 -3.82
H 0.00 -6.95 -2.62
H -1.01 -3.78 -3.63
H 1.24 -0.93 2.72
H 2.13 -8.48 -0.33
H 1.48 -6.82 -1.25
H 4.62 -8.93 -1.01
H 3.97 -7.35 -1.48
H 4.82 4.97 2.74
H 0.37 -0.17 4.95
H 4.20 3.63 0.82
H 1.22 5.96 2.82
H 1.36 -4.93 -4.50
H 2.45 2.55 -0.55

Its relative energy (zero: lowest compared OMol25 entry of this formula, charge and spin) is 0.0 kcal per mole. Its HOMO energy (spin up / spin down) is -0.47475 / -0.46439 hartree. The frontier orbital gap (spin up / spin down) is 6.01 / 6.37 eV. The total charge is +2.



[5]
This record from OMol25 describes an isolated molecule of C2H3NOS. The level of theory is wB97M-V/def2-TZVPD.

Cartesian coordinates (Å):
S -0.36 1.51 -0.89
O -1.01 0.36 0.38
N 0.82 -0.89 -0.52
C -0.02 -0.64 0.64
C 1.48 -0.87 -1.45
H 0.76 -0.26 1.48
H -0.48 -1.57 0.81
H -1.18 2.35 -0.45

Its relative energy (zero: lowest compared OMol25 entry of this formula, charge and spin) is 72.4 kcal per mole. Its HOMO energy is -0.35289 hartree. The frontier orbital gap is 9.36 eV.



[6]
This record from OMol25 describes a cluster of 4 separate species, C19H44FO3P in total. The level of theory is wB97M-V/def2-TZVPD.

Cartesian coordinates (Å):
P 1.04 1.65 0.16
F 2.98 0.25 1.49
O 2.46 -1.83 -2.85
O 2.52 -3.97 2.30
O -6.27 2.57 0.15
C 3.75 -4.99 4.13
C 4.21 -2.63 3.39
C -7.79 1.48 -1.39
C -1.67 2.67 0.12
C -6.66 2.48 -1.22
C 3.42 -2.14 -3.86
C 1.28 -1.12 0.61
C -0.20 3.06 -0.06
C -3.34 0.74 0.12
C -2.88 -0.01 1.38
C 2.14 0.10 0.37
C -7.04 3.86 -1.76
C 2.44 3.80 2.85
C -2.17 1.41 -0.61
C 3.78 -4.02 2.96
C 2.45 3.36 1.74
C 3.52 -3.64 -4.06
C 4.77 -1.52 -3.52
C 2.47 2.83 0.39
H -3.81 0.02 -0.55
H -2.28 3.50 -0.23
H -3.69 -0.14 2.09
H 5.50 -1.71 -4.31
H -2.48 -0.99 1.11
H 3.87 -4.12 -3.15
H -8.07 1.37 -2.44
H -2.54 1.73 -1.59
H 1.87 -3.64 2.93
H -4.08 1.49 0.37
H 0.48 -1.20 -0.12
H 2.79 -0.04 -0.51
H -5.77 2.12 -1.74
H 0.72 1.13 -1.13
H 4.72 -5.07 4.61
H -7.29 3.80 -2.82
H 5.15 -1.95 -2.59
H 4.47 -4.40 2.20
H -2.08 0.53 1.89
H 1.88 -2.03 0.60
H -0.03 3.55 -1.02
H 2.76 -2.22 -2.02
H 4.23 -1.95 2.53
H 3.03 -4.65 4.88
H -7.50 0.51 -1.00
H 5.20 -2.64 3.85
H -7.02 2.89 0.66
H -6.21 4.56 -1.64
H 0.35 1.24 1.34
H 4.67 -0.44 -3.39
H 3.41 2.31 0.21
H 2.40 4.17 3.84
H 3.51 -2.22 4.12
H -7.90 4.25 -1.22
H 0.84 -1.03 1.60
H -1.87 2.58 1.19
H 0.04 3.80 0.71
H 4.22 -3.89 -4.86
H -1.39 0.67 -0.76
H 3.02 -1.67 -4.77
H 3.44 -5.98 3.80
H -8.68 1.81 -0.84
H 2.39 3.64 -0.34
H 2.54 -4.06 -4.31

Its HOMO energy is -0.28622 hartree. The frontier orbital gap is 8.58 eV. Its SMILES is C#CC[PH2](CCCCC)[C@H](C)F.CC(C)O.CC(C)O.CC(C)O.



[7]
This record from OMol25 describes an isolated molecule of C21H34N2O6S. The level of theory is wB97M-V/def2-TZVPD.

Cartesian coordinates (Å):
S 0.77 -1.15 2.55
O -2.98 1.01 -1.72
O -3.03 0.32 1.06
O -1.00 2.34 1.64
O -0.32 -0.87 3.45
O 1.07 -0.86 -1.35
O 2.01 -1.61 3.09
N 1.07 0.28 1.76
N 0.25 1.19 -1.04
C -2.21 2.25 2.37
C 4.79 2.58 -0.56
C -1.14 2.77 0.30
C 1.91 0.22 0.59
C -2.80 0.83 2.36
C 0.25 -2.32 1.30
C -1.42 -3.17 -0.17
C -0.61 0.95 -2.19
C 1.17 -3.22 0.81
C 1.06 0.16 -0.69
C -0.90 -5.01 -1.80
C 0.79 -4.10 -0.19
C 0.18 2.50 -0.44
C 3.74 1.48 -0.71
C -4.10 0.44 -1.08
C -0.51 -4.08 -0.69
C 4.38 0.19 -1.22
C 3.04 1.25 0.64
C -1.86 0.13 -1.85
C -4.17 0.83 0.40
C -1.05 -2.29 0.83
H -2.43 -3.16 -0.55
H -1.98 -5.09 -1.89
H -4.08 -0.65 -1.17
H -1.75 -1.58 1.24
H 2.38 -0.77 0.63
H -3.73 0.83 2.95
H 5.55 2.28 0.16
H 5.07 -0.21 -0.48
H -4.22 1.92 0.48
H 0.99 2.63 0.27
H 4.93 0.39 -2.13
H 3.62 -0.56 -1.43
H -4.99 0.82 -1.59
H -1.95 2.25 -0.21
H -1.95 2.49 3.41
H -0.51 -4.63 -2.75
H -2.07 0.15 2.82
H -2.07 -0.59 -2.65
H 0.28 0.92 1.74
H 0.29 3.24 -1.24
H -0.47 -6.00 -1.65
H 5.27 2.76 -1.52
H 3.77 0.89 1.37
H -2.92 3.00 2.00
H -1.69 -0.42 -0.92
H 4.34 3.51 -0.22
H 2.99 1.80 -1.44
H -5.09 0.41 0.85
H 2.67 2.20 1.03
H 2.16 -3.23 1.23
H 1.50 -4.80 -0.58
H -0.92 1.90 -2.61
H -0.02 0.39 -2.92
H -1.35 3.85 0.29

Its relative energy (zero: lowest compared OMol25 entry of this formula, charge and spin) is 23.0 kcal per mole. Its HOMO energy is -0.32831 hartree. The frontier orbital gap is 9.65 eV. Its SMILES is Cc1ccc(S(=O)(=O)N[C@H](CC(C)C)C(=O)N2CCOCCOCCOCC2)cc1.



[8]
This record from OMol25 describes a structure of composition C19H28NO2P2Zn. The level of theory is wB97M-V/def2-TZVPD.

Cartesian coordinates (Å):
Zn -0.27 0.45 -0.45
P 1.36 -1.30 1.65
P -0.86 1.57 -2.26
O 5.73 3.25 0.77
O 0.84 3.41 2.27
N 1.00 -0.71 -1.72
C -2.60 1.92 -2.51
C 0.86 -0.55 -3.05
C 2.08 -0.18 2.88
C -4.50 -1.88 3.29
C 2.69 -2.02 -3.57
C 1.21 -2.94 2.34
C -0.05 3.11 -2.70
C -5.40 -0.96 2.75
C -0.23 0.40 -3.55
C -2.70 -0.81 2.05
C -1.37 -0.78 1.72
C -3.15 -1.81 2.95
C 2.04 -1.46 -1.28
C 2.92 -2.06 -2.20
C -3.62 0.14 1.53
C -4.97 0.04 1.87
C 1.63 -1.21 -4.01
C 2.39 -1.54 0.17
C -0.22 -0.62 1.20
H 3.17 -0.83 0.30
H 0.89 4.37 2.44
H -4.83 -2.67 3.96
H -5.68 0.75 1.44
H -3.22 1.06 -2.22
H 0.68 3.27 1.31
H 1.15 -3.65 1.52
H -1.11 -0.19 -3.87
H -3.27 0.93 0.86
H 0.09 1.05 -4.38
H -6.46 -1.02 3.02
H 3.34 -2.53 -4.29
H 5.29 2.92 -0.01
H 2.24 0.82 2.46
H 3.01 -0.63 3.25
H -2.85 2.78 -1.86
H -2.43 -2.52 3.37
H 1.00 3.11 -2.37
H 0.32 -3.01 2.97
H -0.59 3.93 -2.20
H 3.84 -2.50 -1.78
H 1.38 -1.08 -5.07
H 2.10 -3.12 2.94
H 1.35 -0.12 3.70
H 2.89 -2.50 0.36
H -2.76 2.18 -3.56
H 5.74 2.50 1.37
H -0.11 3.22 -3.79

Its HOMO energy (spin up / spin down) is -0.32082 / -0.26052 hartree. The frontier orbital gap (spin up / spin down) is 5.94 / 4.47 eV. The total charge is +1.



| no. | strongest force on any atom (eV Å⁻¹) | E_tot (hartree) |
| --- | --- | --- |
| 1 | 2.84 | -10379.15202 |
| 2 | 4.95 | -655.88723 |
| 3 | 4.47 | -293.72462 |
| 4 | 0.64 | -12145.01812 |
| 5 | 3.48 | -606.07203 |
| 6 | 0.56 | -1417.10740 |
| 7 | 0.97 | -1779.71743 |
| 8 | 2.26 | -3407.71993 |